{"formula": "H43O21", "method": "wB97M-V/def2-TZVPD", "species": ["O", "H", "H", "O", "H", "H", "O", "H", "H", "O", "H", "H", "O", "H", "H", "O", "H", "H", "O", "H", "H", "O", "H", "H", "O", "H", "H", "O", "H", "H", "O", "H", "H", "O", "H", "H", "O", "H", "H", "O", "H", "H", "O", "H", "H", "O", "H", "O", "H", "H", "O", "H", "H", "O", "H", "H", "O", "H", "H", "O", "H", "H", "H", "H"], "positions_angstrom": [[0.14, -0.90, -3.87], [-0.26, -0.02, -4.01], [-0.55, -1.61, -3.94], [0.91, -1.25, -1.34], [0.03, -1.29, -0.94], [0.68, -1.13, -2.33], [3.05, -1.42, 0.07], [3.33, -0.31, 0.27], [2.41, -1.11, -0.69], [-0.63, 0.40, 2.31], [1.03, -1.74, 2.73], [-0.11, 1.14, 2.75], [-1.65, -3.11, -0.89], [-2.01, -4.00, -0.74], [-2.35, -2.52, -0.61], [-0.50, -2.25, 3.40], [-0.34, -2.61, 4.29], [-0.83, -1.33, 3.57], [1.99, -1.60, 2.49], [2.46, -1.38, 0.91], [2.41, -2.20, 3.12], [2.17, 1.04, 3.22], [2.81, 1.46, 2.64], [2.09, 0.10, 2.99], [-0.81, 1.61, -4.59], [-0.55, 2.49, -4.25], [-0.72, 1.61, -5.55], [0.10, 3.59, -2.91], [-0.15, 3.71, -1.99], [0.59, 4.38, -3.18], [1.90, 2.03, -0.85], [1.35, 1.73, -1.58], [1.26, 1.79, -0.16], [-4.91, -0.50, 0.77], [-5.02, 0.44, 0.97], [-4.88, -0.44, -0.20], [4.19, -0.21, -1.87], [3.59, -0.72, -2.47], [5.06, -0.58, -2.08], [0.47, 2.39, 3.64], [-0.22, 2.35, 4.32], [1.21, 1.96, 4.12], [-1.44, -2.98, -3.44], [-1.13, -3.23, -2.55], [-1.41, -3.82, -3.93], [-1.71, 2.11, 0.88], [-1.27, 0.77, 1.63], [2.59, -1.15, -3.73], [2.16, -0.52, -4.31], [2.90, -1.84, -4.34], [-3.32, 2.93, -1.04], [-3.27, 3.80, -0.61], [-2.88, 3.10, -1.89], [-2.05, -0.11, 4.42], [-2.96, -0.37, 4.06], [-1.33, 0.06, 3.67], [-3.95, -1.58, 2.94], [-4.32, -1.12, 2.14], [-4.83, -1.85, 3.26], [3.85, 0.84, 0.63], [4.75, 0.70, 0.29], [3.49, 1.35, -0.14], [-2.16, 2.24, 0.01], [-2.34, 2.32, 1.58]], "mulliken_spin": [0.00, 0.00, 0.00, 0.00, 0.00, 0.00, 0.00, 0.00, 0.00, 0.10, 0.00, 0.01, 0.00, 0.00, 0.00, 0.06, 0.00, -0.01, 0.00, 0.00, 0.00, 0.01, 0.00, 0.00, 0.00, 0.00, 0.00, 0.00, 0.00, 0.00, 0.00, 0.00, 0.00, 0.00, 0.00, 0.00, 0.00, 0.00, 0.00, 0.00, 0.00, 0.00, 0.00, 0.00, 0.00, 0.00, 0.00, 0.00, 0.00, 0.00, 0.00, 0.00, 0.00, 0.87, -0.01, -0.02, 0.00, 0.00, 0.00, 0.00, 0.00, 0.00, 0.00, 0.00], "s_squared": 0.7552, "homo_lumo_gap_ev": [9.9005, 3.5077], "charge": 2, "e_homo_ev": [-15.39, -15.39], "spin_multiplicity": 2, "de_lowest_kj_mol": 0.0, "e_lumo_ev": [-5.5, -11.9], "e_tot_ha": -1605.1468}